A cluster of 2 separate species, C6H14N2 in total, computed with ωB97M-V with the def2-TZVPD basis set.

Geometry as XYZ:
```
22
Properties=species:S:1:pos:R:3
C 2.0092 0.8775 1.1527
C 1.8734 -0.3034 0.5127
C 2.0520 -0.4934 -0.9536
C -1.1279 -1.8135 -0.3590
C -1.0592 1.1507 1.3733
C -2.0213 1.0264 -0.7496
N -0.5818 -0.7573 0.3690
N -1.2043 0.3557 0.3359
H 1.7878 0.9072 2.1594
H 2.0893 1.7936 0.5416
H 3.1476 -0.4283 -1.2477
H 1.6321 0.3736 -1.5351
H 1.6895 -1.4227 -1.2896
H -2.2152 -1.8372 -0.3829
H -0.7192 -1.7749 -1.3866
H -0.7006 -2.7314 -0.0327
H 1.8618 -1.2209 1.1956
H -0.6098 0.7005 2.2313
H -1.2463 2.2134 1.1998
H -1.5449 2.0200 -1.1591
H -2.0237 0.2774 -1.5815
H -3.0884 1.0869 -0.3940
```

Output
2S+1: 1
HOMO-LUMO gap (alpha / beta), eV: 8.1 / 8.1
Charge: 0

Atom charges from the Mulliken analysis, given in e for atoms 1 to 8: -1.063 0.407 -1.074 -1.184 -0.651 -0.930 -0.435 0.454